Record 1
3 unconnected molecules or ions with the total composition C55H66Br2F3NO8S2 in a non-equilibrium geometry. Source: the Open Molecules 2025 dataset; level of theory: ωB97M-V with the def2-TZVPD basis set.

**HOMO energy**: -9.57 eV
**Orbital gap**: 8.551 eV
**Energy**: -9035.52929 a.u.
**Strongest force on any atom**: 0.1613 hartree/bohr

Positions of all 137 atoms, in Å:
1 C -10.046 -3.500 4.135
2 C -8.446 -3.106 4.242
3 C -8.233 -1.700 3.360
4 C -7.489 -1.963 1.920
5 C -8.232 -1.218 0.635
6 C -7.417 -1.423 -0.790
7 C -8.242 -2.285 -1.919
8 C -7.377 -3.475 -2.647
9 C -6.273 -2.932 -3.753
10 C -4.737 -3.243 -3.232
11 C -3.772 -3.960 -4.347
12 C -2.994 -2.883 -5.353
13 C -1.361 -2.898 -4.988
14 C -1.243 -2.341 -3.456
15 C 0.158 -1.551 -3.101
16 O 1.127 -1.886 -4.122
17 C 2.161 -2.834 -3.749
18 C 1.634 -4.402 -3.542
19 C 2.519 -5.496 -4.420
20 C -0.031 0.112 -3.192
21 C -0.954 0.598 -4.451
22 C -2.509 0.957 -4.103
23 N -2.870 0.985 -2.638
24 O 1.354 0.609 -3.493
25 S 2.321 0.430 -2.074
26 O 3.766 0.101 -2.584
27 O 2.463 1.796 -1.294
28 C 1.679 -0.879 -0.885
29 C 2.900 -1.772 -0.170
30 C 2.761 -1.624 1.480
31 C 4.018 -2.290 2.305
32 F 4.943 -3.102 1.478
33 Br 5.000 -0.741 3.192
34 C 3.329 -3.150 3.558
35 F 2.266 -2.323 4.238
36 F 4.321 -3.468 4.643
37 Br 2.446 -4.759 2.762
38 C 0.516 -1.869 -1.549
39 S -1.019 -1.599 -0.438
40 H -10.249 -4.637 4.407
41 H -10.675 -2.806 4.837
42 H -10.386 -3.337 3.014
43 H -8.241 -2.898 5.395
44 H -7.724 -3.957 3.891
45 H -7.600 -0.989 4.065
46 H -9.302 -1.205 3.274
47 H -6.364 -1.607 2.051
48 H -7.504 -3.118 1.720
49 H -8.277 -0.064 0.936
50 H -9.352 -1.587 0.592
51 H -7.288 -0.325 -1.239
52 H -6.310 -1.830 -0.635
53 H -8.705 -1.517 -2.687
54 H -9.147 -2.814 -1.355
55 H -8.144 -4.142 -3.268
56 H -6.925 -4.175 -1.826
57 H -6.398 -1.745 -3.766
58 H -6.441 -3.362 -4.840
59 H -4.325 -2.244 -2.783
60 H -4.807 -4.007 -2.317
61 H -4.387 -4.764 -4.967
62 H -2.915 -4.560 -3.777
63 H -3.498 -1.846 -5.151
64 H -3.184 -3.147 -6.493
65 H -1.025 -4.011 -5.148
66 H -0.828 -2.257 -5.807
67 H -2.219 -1.744 -3.213
68 H -1.258 -3.305 -2.752
69 H 2.880 -2.481 -2.864
70 H 2.897 -2.910 -4.689
71 H 1.876 -4.657 -2.401
72 H 0.477 -4.525 -3.656
73 H 2.264 -5.391 -5.570
74 H 3.671 -5.271 -4.309
75 H 2.249 -6.610 -4.101
76 H -0.309 0.596 -2.164
77 H -0.458 1.608 -4.853
78 H -0.963 -0.128 -5.377
79 H -3.309 0.271 -4.664
80 H -2.723 2.055 -4.519
81 H -2.635 0.103 -2.135
82 H -2.367 1.769 -2.168
83 H 1.200 -0.272 0.025
84 H 3.971 -1.376 -0.440
85 H 2.871 -2.906 -0.478
86 H 1.711 -2.098 1.749
87 H 2.659 -0.462 1.687
88 H 0.853 -2.961 -1.300
89 H -1.212 -0.203 -0.275
90 C -3.651 6.430 3.903
91 C -3.314 6.104 5.216
92 C -2.209 5.290 5.472
93 C -1.445 4.791 4.410
94 C -1.797 5.097 3.096
95 C -2.896 5.928 2.842
96 C -1.029 4.535 1.966
97 O -1.335 4.807 0.812
98 C 0.108 3.636 2.248
99 C 0.809 3.050 1.185
100 C 1.894 2.209 1.443
101 C 2.286 1.958 2.757
102 C 1.586 2.535 3.817
103 C 0.488 3.368 3.562
104 C -0.268 3.946 4.691
105 O 0.074 3.722 5.846
106 H -4.506 7.072 3.704
107 H -3.910 6.485 6.043
108 H -1.948 5.044 6.500
109 H -3.168 6.183 1.819
110 H 0.511 3.244 0.156
111 H 2.434 1.751 0.616
112 H 3.135 1.308 2.957
113 H 1.895 2.331 4.841
114 C 11.222 6.435 3.404
115 C 11.543 5.346 4.214
116 C 11.082 4.071 3.885
117 C 10.287 3.885 2.747
118 C 9.946 4.977 1.951
119 C 10.424 6.254 2.273
120 C 9.067 4.800 0.776
121 O 8.770 5.759 0.074
122 C 8.545 3.454 0.466
123 C 7.664 3.282 -0.610
124 C 7.177 2.011 -0.918
125 C 7.573 0.909 -0.161
126 C 8.445 1.078 0.915
127 C 8.925 2.355 1.235
128 C 9.819 2.529 2.397
129 O 10.164 1.562 3.066
130 H 11.589 7.428 3.655
131 H 12.154 5.490 5.102
132 H 11.341 3.225 4.519
133 H 10.173 7.109 1.648
134 H 7.353 4.137 -1.208
135 H 6.489 1.880 -1.751
136 H 7.198 -0.083 -0.405
137 H 8.746 0.214 1.505

---

Record 2
A molecular structure, C55H67BrGe2HfNO4SbSe in a non-equilibrium geometry. Source: the Open Molecules 2025 dataset; level of theory: ωB97M-V with the def2-TZVPD basis set.

**Net charge**: +1
**<S²>**: 0.754
**Relative energy (zero: lowest compared OMol25 entry of this formula, charge and spin)**: 0.0000 eV
**HOMO energy (alpha / beta)**: -10.29 / -10.31 eV
**Orbital gap (alpha / beta)**: 7.328 / 6.258 eV
**2S+1**: 2
**Energy**: -11909.02191 a.u.
**Strongest force on any atom**: 0.0882 hartree/bohr

Positions of all 133 atoms, in Å:
1 Hf 1.221 -0.477 -0.381
2 C 2.267 -1.650 -2.268
3 C 3.214 -1.837 -1.235
4 C 3.794 -0.556 -0.889
5 C 3.102 0.353 -1.758
6 C 2.241 -0.278 -2.631
7 C 1.585 0.368 -3.825
8 C 0.531 -0.518 -4.461
9 C 2.678 0.616 -4.853
10 C 0.862 1.718 -3.495
11 C 5.122 -0.084 -0.255
12 C 6.275 -0.786 -0.926
13 C 5.287 1.445 -0.521
14 C 5.283 -0.259 1.283
15 C 3.674 -3.308 -0.891
16 C 4.770 -3.719 -1.858
17 C 4.221 -3.373 0.507
18 C 2.510 -4.289 -1.026
19 H 1.650 -2.422 -2.742
20 H 3.183 1.405 -1.971
21 H 0.915 -1.491 -4.844
22 H -0.011 -0.059 -5.286
23 H -0.280 -0.688 -3.707
24 H 3.052 -0.385 -5.319
25 H 3.523 1.198 -4.470
26 H 2.286 1.243 -5.685
27 H -0.017 1.568 -2.911
28 H 0.536 2.120 -4.446
29 H 1.507 2.389 -2.948
30 H 6.060 -0.779 -1.994
31 H 6.436 -1.794 -0.637
32 H 7.247 -0.240 -0.736
33 H 5.273 1.710 -1.607
34 H 6.215 1.666 0.014
35 H 4.441 1.883 -0.027
36 H 5.036 -1.258 1.638
37 H 4.647 0.479 1.773
38 H 6.377 -0.109 1.572
39 H 5.617 -3.059 -1.960
40 H 4.326 -3.782 -2.870
41 H 5.157 -4.688 -1.486
42 H 5.018 -2.603 0.634
43 H 4.717 -4.334 0.622
44 H 3.535 -3.113 1.231
45 H 2.322 -4.425 -2.083
46 H 1.608 -3.992 -0.551
47 H 2.835 -5.258 -0.669
48 O -0.599 -0.476 -1.592
49 Se -1.741 -0.010 -0.338
50 O -2.712 -1.230 1.754
51 O 0.918 -2.118 0.572
52 O -0.525 0.488 0.783
53 C -3.366 8.786 -2.648
54 C -4.323 7.796 -2.873
55 C -4.069 6.501 -2.455
56 C -2.865 6.214 -1.809
57 C -1.961 7.180 -1.626
58 C -2.170 8.482 -2.043
59 Sb -2.378 4.153 -1.221
60 C -2.656 4.441 0.884
61 C -3.388 5.517 1.383
62 C -3.739 5.718 2.719
63 C -3.256 4.780 3.641
64 C -2.578 3.675 3.200
65 C -2.333 3.469 1.847
66 C -4.333 3.336 -1.561
67 C -5.477 3.641 -0.825
68 C -6.740 3.445 -1.363
69 C -6.899 2.861 -2.615
70 C -5.732 2.522 -3.348
71 C -4.469 2.691 -2.771
72 H -3.574 9.748 -3.114
73 H -5.282 8.058 -3.315
74 H -4.849 5.720 -2.620
75 H -1.067 6.937 -1.062
76 H -1.309 9.126 -1.977
77 H -3.823 6.247 0.690
78 H -4.341 6.588 3.002
79 H -3.416 4.907 4.711
80 H -2.171 2.898 3.909
81 H -1.745 2.582 1.524
82 H -5.422 3.969 0.183
83 H -7.631 3.800 -0.812
84 H -7.890 2.832 -3.008
85 H -5.827 2.183 -4.372
86 H -3.569 2.352 -3.303
87 Br 1.382 2.718 0.166
88 C 2.077 1.794 1.684
89 C 2.648 2.487 2.741
90 C 3.178 1.739 3.748
91 C 2.956 0.380 3.800
92 C 2.397 -0.252 2.695
93 N 2.022 0.432 1.596
94 H 2.803 3.582 2.720
95 H 3.794 2.240 4.465
96 H 3.392 -0.237 4.601
97 H 2.315 -1.345 2.639
98 C -2.046 -5.972 0.074
99 Ge -1.895 -4.031 -0.295
100 C -3.722 -3.401 -0.653
101 C -1.018 -4.011 -2.054
102 Ge -0.470 -2.975 1.415
103 C 0.295 -4.257 2.758
104 C 1.286 -5.185 2.340
105 C 1.635 -6.233 3.114
106 C 0.986 -6.427 4.351
107 C -0.087 -5.600 4.693
108 C -0.391 -4.495 3.936
109 C -1.681 -1.943 2.487
110 C -1.107 -1.199 3.528
111 C -1.888 -0.613 4.522
112 C -3.276 -0.924 4.671
113 C -3.850 -1.792 3.852
114 C -3.161 -2.295 2.594
115 H -2.459 -6.487 -0.785
116 H -2.732 -6.049 0.900
117 H -1.108 -6.434 0.367
118 H -3.995 -3.957 -1.549
119 H -3.769 -2.329 -0.920
120 H -4.410 -3.622 0.171
121 H -1.767 -4.388 -2.748
122 H -0.206 -4.699 -2.059
123 H -0.661 -3.056 -2.395
124 H 1.759 -5.010 1.388
125 H 2.387 -6.929 2.721
126 H 1.227 -7.217 5.025
127 H -0.679 -5.782 5.620
128 H -1.104 -3.728 4.313
129 H -0.080 -0.949 3.517
130 H -1.418 0.114 5.162
131 H -3.777 -0.544 5.518
132 H -4.731 -2.299 4.242
133 H -3.592 -3.174 2.145